# C5H6O3

C5H6O3 in the gas phase in a non-equilibrium geometry (the ωB97M-V functional and the def2-TZVPD basis, the Open Molecules 2025 dataset).

Values from the calculation:
- HOMO-LUMO gap (eV) = 10.157
- LUMO (Eh) = 0.0247
- strongest force on any atom (eV/Å) = 7.05
- HOMO (eV) = -9.486
- SMILES = O=C1C[C@@H]2OC[C@H]1O2
- ΔE to the lowest compared entry with this formula, charge and spin (kJ/mol) = 341.3
- total energy (eV) = -11420.875

```
14
Properties=species:S:1:pos:R:3:lowdin_charge:R:1
O 1.7276 -0.2088 1.5934 0.06
C 0.7521 -0.0640 0.8301 -0.36
C -0.1710 -1.2887 0.7751 0.02
C -1.1134 -0.5553 -0.3303 -0.49
O -0.4270 -0.3936 -1.5018 -0.05
C 0.3578 0.8154 -1.3655 -0.09
C 0.1628 1.0804 0.1068 -0.13
O -1.2558 0.6550 0.0430 0.02
H -0.5515 -1.2817 1.8976 0.16
H 0.6623 -2.1759 0.6044 0.18
H -2.0512 -1.0929 -0.5804 0.18
H 1.5262 0.7166 -1.7883 0.19
H -0.0940 1.6414 -2.0652 0.15
H 0.2205 1.8455 0.7579 0.14
```